{
  "formula": "C17H24ClNO4",
  "method": "wB97M-V/def2-TZVPD",
  "species": ["O", "O", "Cl", "N", "O", "O", "C", "C", "C", "C", "C", "C", "C", "C", "C", "C", "C", "C", "C", "C", "C", "C", "C", "H", "H", "H", "H", "H", "H", "H", "H", "H", "H", "H", "H", "H", "H", "H", "H", "H", "H", "H", "H", "H", "H", "H", "H"],
  "positions_angstrom": [[-0.7338, -0.6167, 2.9910], [2.8296, 0.5507, 0.0449], [2.7499, 6.8935, -0.5454], [0.8907, 2.5407, 2.8035], [0.3040, 3.8642, 2.8776], [-1.4910, -5.0138, -2.9159], [-0.1125, -0.6855, 1.9192], [1.7665, -0.0106, 0.3365], [0.6778, 1.7491, 1.7366], [2.5341, 5.7723, 0.7765], [1.2518, 5.6125, 1.4222], [1.2444, 4.8849, 2.7092], [1.0398, 0.3042, 1.6920], [-1.6087, 2.1388, 0.6475], [-0.0960, -4.7913, -2.6374], [-2.4398, -3.9114, -2.8135], [-0.6571, -1.6412, 0.9602], [1.2377, -1.1110, -0.6746], [-0.0407, 2.3532, 0.6009], [0.0239, -3.9828, -1.3709], [-2.1274, -2.8596, -1.6953], [-0.2703, -1.4243, -0.5180], [-0.6536, -2.5925, -1.5131], [3.4034, 5.1647, 1.1615], [0.4046, 6.0976, 0.9687], [2.2664, 4.5404, 2.8901], [1.2828, 5.5013, 3.5633], [1.7872, 0.1965, 2.4210], [-1.8934, 1.0584, 0.6971], [-2.0720, 2.5230, -0.3004], [-1.9010, 2.7519, 1.4970], [0.3679, -5.7866, -2.4441], [0.3574, -4.3077, -3.4561], [-2.5629, -3.4445, -3.8632], [-3.4219, -4.4324, -2.5614], [-0.6025, -2.7016, 1.2620], [-1.7110, -1.2070, 0.9440], [1.5806, -0.9167, -1.7165], [1.6635, -2.0497, -0.3718], [0.3001, 1.9552, -0.3161], [0.0134, 3.4292, 0.4944], [1.1013, -3.9403, -1.0578], [-0.4319, -4.4688, -0.5207], [-2.6366, -3.2735, -0.7811], [-2.6234, -1.9253, -2.0206], [-0.7178, -0.4998, -0.8066], [-0.2736, -2.2877, -2.5168]],
  "forces_ev_per_angstrom": [[1.6, 0.1, -1.6], [-2.3, -0.9, 1.0], [0.1, -0.7, 0.5], [0.8, -3.0, -1.0], [-0.6, -1.6, -1.3], [-0.3, 0.1, 0.2], [-1.2, 1.2, 4.2], [2.2, 0.2, -1.8], [-1.3, 5.0, 2.4], [-3.9, -1.0, 2.4], [4.9, 0.7, -2.6], [1.8, -0.9, -0.2], [0.1, -0.4, -2.2], [0.7, -0.4, -0.8], [-1.7, -0.9, 1.7], [0.0, -0.5, -0.8], [-1.6, 0.2, -2.7], [-0.4, 0.4, 1.2], [-2.4, -0.1, -0.9], [1.4, 1.1, 1.4], [-1.4, -0.5, -0.3], [1.4, -0.8, -0.6], [1.0, 0.1, -0.8], [-0.8, 1.1, -0.7], [-0.3, 0.1, 0.2], [0.2, -0.9, -0.6], [-1.3, 1.4, 1.0], [1.0, -0.6, 1.4], [0.1, 0.9, 0.4], [0.5, -0.1, 0.9], [-0.7, -0.5, 0.1], [-0.5, 0.6, -0.5], [0.8, 0.6, -1.1], [0.3, -0.4, 1.6], [1.2, 0.8, -0.5], [-0.1, 0.6, 0.2], [0.7, -1.6, 0.4], [-0.3, 0.2, 0.9], [1.1, -0.4, 0.2], [0.6, -0.6, -1.1], [0.7, 0.1, 0.5], [-0.7, 0.3, -0.5], [-0.4, -0.6, 0.1], [0.7, 0.7, -0.5], [-0.1, -0.4, 0.4], [-1.1, 0.5, -0.6], [-0.3, 0.4, 0.5]],
  "lowdin_charge": [0.087, 0.078, 0.565, 0.145, -0.132, -0.166, -0.325, -0.262, -0.209, -0.535, -0.126, -0.275, -0.081, -0.043, -0.189, -0.171, -0.066, -0.050, -0.168, -0.153, -0.154, -0.262, -0.284, 0.085, 0.091, 0.115, 0.111, 0.148, 0.064, 0.088, 0.075, 0.138, 0.105, 0.134, 0.132, 0.149, 0.152, 0.143, 0.102, 0.093, 0.094, 0.125, 0.114, 0.132, 0.123, 0.118, 0.148],
  "lumo_energy_ev": 0.18,
  "de_lowest_ev": 2.828,
  "max_force_ev_per_a": 5.7,
  "orbital_gap_ha": 0.3456
}